#i
Formula: C4H16O4
Source: the OMol25 dataset
Level of theory: the ωB97M-V functional and the def2-TZVPD basis

## Properties
Frontier orbital gap: 0.3645 Ha
LUMO level: 0.55 eV
Highest occupied orbital energy: -9.36 eV
Spin multiplicity: 1

Last column: Mulliken charge in e.
CARTESIAN COORDINATES (ANGSTROEM)
1 C -1.2456 -1.6070 -0.2632  -0.7395
2 C 0.2607 -1.8865 -0.3272  -0.2828
3 C 1.1418 -0.9410 -0.6379  0.0324
4 C 2.6224 -1.0317 -0.4921  -1.2098
5 H -1.3976 -0.5340 -0.4720  -0.1263
6 H -1.9022 -2.0518 -1.0377  0.4514
7 H -1.5650 -1.8741 0.7334  0.2832
8 H 0.4363 -2.9074 -0.0483  0.3380
9 H 0.8149 0.0647 -0.8703  0.3247
10 H 3.0726 -0.0490 -0.6903  0.3107
11 H 3.1289 -1.7574 -1.1513  0.3446
12 H 2.9281 -1.3119 0.5258  0.2703
13 O -0.4418 2.0373 -1.3364  -0.6353
14 H -0.6170 2.0405 -0.3789  0.2916
15 H -0.2608 2.9884 -1.4077  0.3148
16 O 1.5035 1.0301 2.5752  -0.6950
17 H 1.0234 0.6406 1.8375  0.4118
18 H 2.4380 1.2052 2.4122  0.3025
19 O -3.4951 0.2660 -1.6445  -0.6490
20 H -3.0341 -0.5697 -1.5189  0.3685
21 H -2.8487 0.8568 -2.0426  0.3210
22 O -0.6661 1.9455 1.7604  -0.6631
23 H -0.2894 1.6940 2.6134  0.3334
24 H -1.6074 1.7524 1.8616  0.3019

***

#ii
Formula: C4H16O4
Source: the OMol25 dataset
Level of theory: the ωB97M-V functional and the def2-TZVPD basis

## Properties
Frontier orbital gap: 0.4059 Ha
LUMO level: 0.59 eV
Highest occupied orbital energy: -10.46 eV
Spin multiplicity: 1

Last column: Mulliken charge in e.
CARTESIAN COORDINATES (ANGSTROEM)
1 C -1.0785 -0.8670 -0.3661  -1.0786
2 C 0.3505 -0.3742 -0.3047  -0.6250
3 C 1.1228 -0.5136 -1.6302  0.2665
4 C 2.6060 -0.1760 -1.3639  -1.2579
5 O 0.7111 0.4604 -2.5563  -0.4861
6 H -1.7668 -0.5747 -1.1739  0.2706
7 H -1.6760 -0.9166 0.5438  0.3464
8 H -0.9219 -1.9564 -0.6004  0.2941
9 H 0.5390 0.6134 0.1345  0.3561
10 H 0.8897 -1.0940 0.3106  0.2864
11 H 0.9551 -1.5508 -1.9779  0.2830
12 H 3.0817 0.0752 -2.3042  0.3232
13 H 2.6687 0.6114 -0.5969  0.3110
14 H 3.0865 -1.0350 -0.9106  0.3743
15 H -0.2286 0.5051 -2.7108  0.3050
16 O -1.0009 3.8679 5.5217  -0.6470
17 H -0.5040 4.6751 5.7178  0.3248
18 H -1.9481 3.9934 5.5302  0.3222
19 O 1.1434 1.8513 -4.8536  -0.6029
20 H 1.8366 1.2804 -4.5104  0.3117
21 H 0.3531 1.5066 -4.4503  0.3224
22 O -3.7917 -3.2041 4.1615  -0.6287
23 H -3.0007 -3.2197 4.7295  0.3151
24 H -3.4270 -3.9581 3.6601  0.3133

***

It is #i that is the most stable of them.

***

#i
Formula: C4H16O4
Source: the OMol25 dataset
Level of theory: the ωB97M-V functional and the def2-TZVPD basis

## Properties
Frontier orbital gap: 0.3751 Ha
LUMO level: 0.34 eV
Highest occupied orbital energy: -9.87 eV
Spin multiplicity: 1

Last column: Mulliken charge in e.
CARTESIAN COORDINATES (ANGSTROEM)
1 C 0.3696 1.8535 -0.6669  -0.7947
2 C 0.7556 0.7025 -0.1561  0.1073
3 C 2.1103 0.3831 0.4281  -0.4547
4 C 2.3527 -1.0914 0.8162  -1.1004
5 H -0.6539 2.1412 -0.8963  0.2596
6 H 0.9896 2.7427 -0.7711  0.2697
7 H 0.1736 -0.2259 -0.1990  0.0426
8 H 2.9191 0.6987 -0.2120  0.3460
9 H 2.4875 1.0819 1.1906  0.3767
10 H 2.2759 -1.6492 -0.0912  0.3288
11 H 3.2950 -1.0062 1.3773  0.3583
12 H 1.7285 -1.2953 1.7018  0.2706
13 O -1.6716 0.4859 2.7500  -0.6000
14 H -1.1871 1.3200 2.7560  0.3021
15 H -1.2275 -0.1243 3.3637  0.3057
16 O 1.9845 0.2205 -3.4141  -0.6532
17 H 1.5656 0.7103 -2.6838  0.3422
18 H 2.3763 -0.3915 -2.7727  0.3186
19 O -1.5026 -2.8099 0.2567  -0.6132
20 H -1.6366 -2.0076 -0.2514  0.2867
21 H -2.4023 -3.1850 0.3051  0.3142
22 O -3.5208 0.8270 -0.2010  -0.6094
23 H -2.9834 0.1625 -0.6495  0.2916
24 H -3.7904 0.4194 0.6236  0.3048

***

#ii
Formula: C4H16O4
Source: the OMol25 dataset
Level of theory: the ωB97M-V functional and the def2-TZVPD basis

## Properties
Frontier orbital gap: 0.3737 Ha
LUMO level: 0.16 eV
Highest occupied orbital energy: -10.01 eV
Spin multiplicity: 1

Last column: Mulliken charge in e.
CARTESIAN COORDINATES (ANGSTROEM)
1 C -1.0621 -0.6555 2.4327  -1.1500
2 C -1.5860 0.6225 1.7889  -0.4803
3 C -1.0255 0.7914 0.3728  -0.4765
4 C -1.4335 2.1137 -0.2562  -0.3778
5 O -0.8463 2.1955 -1.5694  -0.5601
6 H -1.0957 -1.4137 1.6528  0.2764
7 H -1.6785 -0.9826 3.2699  0.3640
8 H -0.0551 -0.4992 2.8065  0.2918
9 H -2.6742 0.6253 1.6554  0.3278
10 H -1.4165 1.5497 2.3411  0.3396
11 H 0.0639 0.6750 0.3935  0.2498
12 H -1.3183 -0.0228 -0.2975  0.3577
13 H -1.0075 2.9615 0.2767  0.2829
14 H -2.5070 2.1071 -0.4247  0.2801
15 H -0.2274 1.4896 -1.7737  0.2940
16 O 3.1398 1.0234 -0.4327  -0.6127
17 H 2.6517 0.2105 -0.3162  0.2599
18 H 2.7797 1.4268 -1.2260  0.3302
19 O 1.7482 -3.4202 -1.6016  -0.6474
20 H 1.9692 -3.9987 -0.8668  0.3074
21 H 0.8388 -3.6096 -1.8503  0.3186
22 O 1.4477 -0.7099 -1.9962  -0.5810
23 H 2.0214 -1.3412 -1.5372  0.3621
24 H 1.2732 -1.1387 -2.8418  0.2434

***

It is #ii that is the most stable of them.

***

#i
Formula: C5H9ClO
Source: the OMol25 dataset
Level of theory: the ωB97M-V functional and the def2-TZVPD basis

## Properties
Frontier orbital gap: 0.3768 Ha
LUMO level: 0.77 eV
Highest occupied orbital energy: -9.48 eV
Spin multiplicity: 1

Last column: Mulliken charge in e.
CARTESIAN COORDINATES (ANGSTROEM)
1 C -0.1833 -0.5573 1.9347  -1.5900
2 C 0.0294 -0.1529 0.4998  0.7723
3 C -1.0227 0.1391 -0.2421  -0.3154
4 C -0.9425 0.7564 -1.5694  -0.4250
5 Cl -2.5965 1.3101 -2.0496  -0.2408
6 C 1.5013 -0.1439 0.0831  -0.5730
7 O 1.7005 0.0124 -1.2771  -0.5297
8 H 0.4564 0.0524 2.5770  0.3401
9 H -1.1729 -0.3623 2.2890  0.4011
10 H 0.0135 -1.6351 2.0882  0.3016
11 H -2.0260 0.0145 0.1916  0.3034
12 H -0.6570 0.0772 -2.4222  0.2615
13 H -0.2974 1.6432 -1.5795  0.3396
14 H 2.0438 0.6238 0.6807  0.3496
15 H 2.0177 -1.0979 0.4358  0.2964
16 H 1.1358 -0.6800 -1.6400  0.3082

***

#ii
Formula: C5H9ClO
Source: the OMol25 dataset
Level of theory: the ωB97M-V functional and the def2-TZVPD basis

## Properties
Frontier orbital gap: 0.3595 Ha
LUMO level: 0.64 eV
Highest occupied orbital energy: -9.14 eV
Spin multiplicity: 1

Last column: Mulliken charge in e.
CARTESIAN COORDINATES (ANGSTROEM)
1 C -1.7825 0.5130 0.0848  0.4850
2 C 0.2371 -0.8906 -1.2955  -1.5823
3 C 0.8926 1.3610 -0.1242  -1.2415
4 C 0.3891 -0.7158 1.2481  -1.7565
5 C 0.1935 0.0087 -0.0679  1.1526
6 O -2.1850 1.5635 0.3974  -0.4030
7 Cl -2.7907 -0.9238 0.1136  -0.1868
8 H 1.2163 -1.3060 -1.4411  0.4261
9 H -0.2111 -0.3406 -2.2050  0.3326
10 H -0.3544 -1.6585 -0.9533  0.4870
11 H 1.1971 1.4702 -1.1101  0.3816
12 H 1.6672 1.3387 0.6803  0.3165
13 H 0.1579 2.2616 0.0856  0.2436
14 H 1.4445 -1.0338 1.3027  0.4296
15 H 0.2014 -0.0185 1.9547  0.5288
16 H -0.2729 -1.6291 1.3300  0.3866

***

It is #i that is the most stable of them.

***

#i
Formula: C41H36FIrN4O5S5
Source: the OMol25 dataset
Level of theory: the ωB97M-V functional and the def2-TZVPD basis

## Properties
Frontier orbital gap: 0.1885 Ha
LUMO level: -1.13 eV
Highest occupied orbital energy: -6.26 eV
Spin multiplicity: 1

Last column: Mulliken charge in e.
CARTESIAN COORDINATES (ANGSTROEM)
1 Ir -1.0880 0.2841 1.4372  2.0750
2 O -0.3576 7.0675 1.3649  -0.6542
3 C -0.4772 5.8698 1.3783  0.5232
4 S -1.9210 5.0325 1.9801  -0.1634
5 C -1.3777 3.4072 1.6235  -0.7862
6 C -0.1554 3.2715 1.0908  0.8656
7 S 0.4678 1.7100 0.6230  -0.6648
8 S 0.7623 4.7369 0.8164  -0.2070
9 S -2.4556 2.0576 1.8592  -0.0906
10 F -3.4876 4.0428 -2.8484  -0.3857
11 C -4.0127 3.4408 -1.7516  0.8287
12 C -3.8103 2.1046 -1.5522  -0.9507
13 C -4.3438 1.4872 -0.4292  0.9387
14 C -3.9549 0.0850 -0.1591  0.2905
15 O -3.3279 -0.5710 -0.9753  -0.7325
16 C -4.3328 -0.3805 1.1650  0.1005
17 C -5.2102 0.3213 1.9032  -0.3999
18 N -5.6220 1.5960 1.6079  0.3839
19 C -6.5074 2.3017 2.4911  -0.2379
20 C -6.3746 2.1118 3.9693  -1.0209
21 C -5.9549 3.4100 3.3479  -0.2907
22 C -5.1335 2.2166 0.4690  -0.4245
23 C -5.3150 3.5850 0.2499  0.2036
24 C -4.7207 4.2106 -0.8323  -1.6893
25 N -4.7869 5.6336 -0.9116  0.6246
26 C -6.0544 6.2723 -1.2004  -0.6940
27 C -6.1332 7.5480 -0.3284  -0.7737
28 N -4.7410 7.8281 0.1613  -0.0904
29 C -3.7733 7.8254 -0.9839  -0.6337
30 C -3.6714 6.3672 -1.4856  -0.7148
31 C -3.6108 -1.5524 1.7816  -0.2006
32 O -4.1867 -2.5050 2.2770  -0.7330
33 O -2.3459 -1.3233 1.8217  -0.7154
34 H -3.2032 1.5135 -2.2256  0.5551
35 H -5.5613 -0.0813 2.8430  0.6952
36 H -7.5114 2.4336 2.1000  0.3877
37 H -5.5871 1.4679 4.3327  0.2655
38 H -7.2885 2.0803 4.5443  0.2741
39 H -4.8899 3.5887 3.2719  0.1483
40 H -6.5689 4.2864 3.5099  0.3009
41 H -5.8330 4.1896 0.9816  0.6230
42 H -6.8709 5.6008 -0.9495  0.5001
43 H -6.1484 6.5322 -2.2628  0.3416
44 H -6.7614 7.4174 0.5506  0.4067
45 H -6.4671 8.4217 -0.8840  0.3714
46 H -4.4841 7.0291 0.7527  0.2662
47 H -4.6958 8.6857 0.7073  0.3278
48 H -2.8210 8.2163 -0.6345  0.3890
49 H -4.1793 8.4991 -1.7361  0.3162
50 H -2.7422 5.9109 -1.1482  0.4097
51 H -3.6671 6.3713 -2.5786  0.4680
52 O 0.1090 -1.3290 0.6816  -0.8247
53 S -0.2190 -2.8004 0.9336  0.2674
54 C 1.2116 -3.5968 0.1606  -1.2210
55 C 1.2320 -5.0648 0.4740  0.3345
56 C 0.1924 -5.8926 0.0552  -0.2039
57 C 0.1938 -7.2404 0.3798  -0.7353
58 C 1.2375 -7.7761 1.1219  -0.3869
59 C 2.2782 -6.9583 1.5380  -0.7248
60 C 2.2730 -5.6082 1.2198  -0.1660
61 C 0.1039 -3.1541 2.6752  -1.3158
62 C 1.5020 -2.9834 3.1984  0.8868
63 C 2.3194 -1.9175 2.8273  0.2315
64 C 3.5987 -1.8015 3.3528  -1.1652
65 C 4.0710 -2.7314 4.2675  -0.5976
66 C 3.2568 -3.7873 4.6528  -0.7649
67 C 1.9856 -3.9137 4.1151  -0.3489
68 H 2.1081 -3.0825 0.5022  0.4398
69 H 1.0751 -3.3995 -0.9037  0.6580
70 H -0.6249 -5.4768 -0.5230  0.4595
71 H -0.6215 -7.8725 0.0529  0.3898
72 H 1.2392 -8.8285 1.3748  0.3873
73 H 3.0946 -7.3694 2.1177  0.3973
74 H 3.0764 -4.9663 1.5610  0.4077
75 H -0.2499 -4.1796 2.8062  0.6088
76 H -0.6116 -2.5004 3.1761  0.3946
77 H 1.9527 -1.1724 2.1343  0.5956
78 H 4.2216 -0.9678 3.0538  0.4396
79 H 5.0651 -2.6306 4.6838  0.4342
80 H 3.6115 -4.5145 5.3721  0.4410
81 H 1.3574 -4.7477 4.4068  0.4418
82 N 0.8653 0.0915 8.5848  -0.5931
83 C 0.5724 0.1364 7.4729  -0.1450
84 C 0.1970 0.1894 6.0881  0.5433
85 C 1.0392 0.7676 5.1438  -0.8925
86 C 0.6732 0.8038 3.8092  -0.4136
87 C -0.5354 0.2510 3.3588  0.4268
88 C -1.3878 -0.2856 4.3390  -0.0630
89 C -1.0282 -0.3277 5.6743  -0.9613
90 H 1.9883 1.1846 5.4562  0.4571
91 H 1.3507 1.2600 3.1039  0.4196
92 H -2.3457 -0.6919 4.0516  0.3452
93 H -1.6992 -0.7615 6.4052  0.4893

***

#ii
Formula: C41H36FIrN4O5S5
Source: the OMol25 dataset
Level of theory: the ωB97M-V functional and the def2-TZVPD basis

## Properties
Frontier orbital gap: 0.1414 Ha
LUMO level: -1.80 eV
Highest occupied orbital energy: -5.65 eV
Spin multiplicity: 1

Last column: Mulliken charge in e.
CARTESIAN COORDINATES (ANGSTROEM)
1 Ir 0.0085 0.0955 0.3511  2.1690
2 O -5.9513 0.8397 4.0185  -0.5947
3 C -4.9468 0.6409 3.3790  0.5555
4 S -3.5488 -0.2625 3.9803  -0.1630
5 C -2.5934 -0.1862 2.5070  0.0987
6 C -3.0935 0.5231 1.5040  0.0845
7 S -2.2803 0.7921 0.0062  -0.3382
8 S -4.6821 1.2394 1.7355  -0.1548
9 S -1.1006 -1.0408 2.4382  -0.4443
10 F 0.4124 -5.2728 4.1283  -0.3543
11 C 1.4715 -4.7756 3.4546  0.0743
12 C 1.2617 -3.8168 2.5039  -0.6384
13 C 2.3351 -3.3213 1.7781  0.8026
14 C 2.0935 -2.2758 0.7714  1.3914
15 O 0.9367 -1.9484 0.5418  -1.1318
16 C 3.2562 -1.7364 0.1354  -0.2372
17 C 4.4566 -2.3115 0.3663  -0.1668
18 N 4.6783 -3.3234 1.2565  0.3783
19 C 5.9791 -3.9320 1.3709  -0.3769
20 C 7.2287 -3.1409 1.1727  -0.9944
21 C 6.8480 -3.5914 2.5518  -0.4464
22 C 3.6265 -3.8103 2.0209  -0.1425
23 C 3.8197 -4.7565 3.0322  -0.4773
24 C 2.7464 -5.2523 3.7494  -1.3920
25 N 3.0084 -6.2059 4.7787  0.2904
26 C 3.6214 -7.4775 4.4153  -0.6418
27 C 4.6320 -7.8356 5.5399  -0.7342
28 N 4.2913 -6.9479 6.6991  -0.1251
29 C 2.8338 -7.0789 7.0295  -0.6375
30 C 2.0558 -6.3913 5.8717  -0.7468
31 C 3.2364 -0.5029 -0.7556  -0.5168
32 O 4.2071 -0.3312 -1.4973  -0.8056
33 O 2.2474 0.2755 -0.5883  -0.5974
34 H 0.2628 -3.4322 2.3066  0.6416
35 H 5.3186 -1.9520 -0.1790  0.7294
36 H 5.9968 -4.9620 1.0333  0.5191
37 H 7.1557 -2.0864 0.9448  0.3327
38 H 8.0444 -3.6459 0.6762  0.2543
39 H 6.4720 -2.8332 3.2281  0.2350
40 H 7.4203 -4.3781 3.0286  0.2978
41 H 4.8139 -5.1053 3.2800  0.7173
42 H 4.1280 -7.3833 3.4611  0.5162
43 H 2.8687 -8.2686 4.3218  0.3073
44 H 5.6585 -7.6248 5.2480  0.4098
45 H 4.5536 -8.8736 5.8517  0.3616
46 H 4.3701 -6.0011 6.3079  0.3781
47 H 4.9008 -7.0851 7.4989  0.2945
48 H 2.6353 -6.6031 7.9852  0.3546
49 H 2.5958 -8.1366 7.1052  0.3190
50 H 1.6860 -5.4175 6.1793  0.4904
51 H 1.1987 -7.0052 5.5936  0.4791
52 O -0.0025 1.6170 -1.3548  -0.8507
53 S 1.2291 2.2890 -1.9694  0.3612
54 C 0.4003 3.5348 -3.0298  -1.2550
55 C 1.3947 4.5327 -3.5552  0.3799
56 C 2.4583 4.1051 -4.3533  -0.2115
57 C 3.4102 5.0085 -4.8058  -0.7120
58 C 3.3127 6.3512 -4.4619  -0.3757
59 C 2.2576 6.7844 -3.6707  -0.7259
60 C 1.3052 5.8800 -3.2186  -0.1708
61 C 1.8994 3.4063 -0.7027  -1.3870
62 C 1.0098 4.4761 -0.1240  1.1940
63 C -0.3437 4.2717 0.1483  0.3876
64 C -1.0994 5.2690 0.7522  -1.0514
65 C -0.5123 6.4772 1.1068  -0.6207
66 C 0.8358 6.6863 0.8442  -0.7940
67 C 1.5844 5.6980 0.2213  -0.4218
68 H -0.3994 3.9854 -2.4478  0.4818
69 H -0.0309 2.9270 -3.8274  0.6275
70 H 2.5386 3.0543 -4.6134  0.4249
71 H 4.2266 4.6637 -5.4292  0.3826
72 H 4.0502 7.0590 -4.8229  0.3808
73 H 2.1734 7.8316 -3.4055  0.3959
74 H 0.4835 6.2206 -2.5985  0.4088
75 H 2.7871 3.8369 -1.1729  0.6203
76 H 2.2255 2.7115 0.0763  0.3804
77 H -0.8104 3.3256 -0.1060  0.3263
78 H -2.1462 5.0871 0.9672  0.4512
79 H -1.0989 7.2523 1.5863  0.4226
80 H 1.3089 7.6179 1.1323  0.4419
81 H 2.6352 5.8707 0.0095  0.4322
82 N 3.0553 4.4172 5.5071  -0.6063
83 C 2.5216 3.7302 4.7513  -0.1577
84 C 1.8871 2.8445 3.8085  0.4792
85 C 0.5546 3.0173 3.4346  -0.7404
86 C -0.0227 2.1677 2.5056  -0.4742
87 C 0.7131 1.1459 1.9103  0.6072
88 C 2.0315 0.9480 2.3320  -0.1345
89 C 2.6189 1.7886 3.2623  -0.8623
90 H -0.0276 3.8206 3.8698  0.4724
91 H -1.0667 2.3048 2.2516  0.3304
92 H 2.6178 0.1350 1.9260  0.0623
93 H 3.6517 1.6471 3.5591  0.4760

***

It is #i that is the most stable of them.